Formula: C81H142N19O24
Source: the OMol25 dataset
Level of theory: ωB97M-V/def2-TZVPD

```
! wB97M-V def2-TZVPD RIJCOSX def2/J DEFGRID3
* xyz 3 1
C -2.28 5.39 -1.00
N -2.02 3.97 -0.62
C -1.20 3.71 0.37
C -0.87 2.44 0.74
C -1.26 1.35 -0.08
C -2.10 1.65 -1.13
C -2.53 2.94 -1.37
C -0.97 -0.02 0.28
C -1.90 -1.05 0.27
C -1.73 -2.15 1.11
N -0.61 -2.22 1.97
C 0.35 -1.32 1.94
C 0.20 -0.25 1.03
C -0.52 -3.26 2.96
H -2.05 6.05 -0.17
H -3.30 5.48 -1.29
H -1.63 5.65 -1.84
H -0.92 4.57 0.93
H -0.32 2.31 1.63
H -2.46 0.94 -1.88
H -3.13 3.25 -2.22
H -2.82 -1.02 -0.32
H -2.39 -3.00 1.19
H 1.15 -1.46 2.64
H 0.90 0.59 1.12
H -0.96 -2.97 3.91
H 0.50 -3.53 3.12
H -0.98 -4.16 2.51
C 7.66 -1.81 10.95
N 6.64 -2.46 10.10
C 5.92 -3.49 10.58
C 5.01 -4.18 9.83
C 4.77 -3.85 8.50
C 5.50 -2.76 7.99
C 6.38 -2.07 8.78
C 3.93 -4.71 7.59
C 2.98 -4.18 6.76
C 2.29 -5.07 5.95
N 2.65 -6.38 5.91
C 3.60 -6.91 6.64
C 4.29 -6.04 7.50
C 2.08 -7.23 4.79
H 7.94 -2.46 11.74
H 7.17 -0.98 11.42
H 8.48 -1.45 10.34
H 6.09 -3.73 11.61
H 4.45 -5.01 10.27
H 5.50 -2.50 6.90
H 7.02 -1.33 8.40
H 2.60 -3.17 6.88
H 1.53 -4.73 5.25
H 3.88 -7.95 6.48
H 5.14 -6.49 8.03
H 1.00 -7.23 4.82
H 2.48 -8.21 4.85
H 2.40 -6.83 3.81
C 4.90 5.40 4.10
N 5.13 4.06 3.52
C 4.21 3.09 3.72
C 4.43 1.76 3.29
C 5.59 1.38 2.62
C 6.43 2.44 2.41
C 6.30 3.69 2.88
C 5.87 0.00 2.22
C 4.86 -0.81 1.79
C 5.05 -2.13 1.63
N 6.30 -2.61 1.67
C 7.36 -1.85 2.10
C 7.16 -0.52 2.36
C 6.43 -4.09 1.29
H 3.97 5.78 3.63
H 5.80 6.01 3.90
H 4.73 5.21 5.19
H 3.33 3.32 4.32
H 3.65 1.05 3.51
H 7.34 2.29 1.86
H 7.09 4.37 2.75
H 3.83 -0.52 1.78
H 4.20 -2.86 1.41
H 8.27 -2.42 2.07
H 7.99 0.05 2.74
H 7.39 -4.42 1.69
H 6.42 -4.15 0.22
H 5.58 -4.69 1.60
C -1.24 3.80 -8.03
C -2.53 3.00 -8.02
C -3.39 3.00 -6.73
C -4.73 2.34 -6.91
N -5.82 2.77 -5.86
C -6.91 1.71 -5.90
C -8.28 2.41 -5.51
C -7.88 3.93 -5.55
C -6.50 4.00 -6.19
C -5.25 2.87 -4.50
H -0.63 3.76 -8.96
H -0.54 3.44 -7.25
H -1.34 4.86 -7.81
H -2.32 1.93 -8.27
H -3.28 3.25 -8.80
H -3.42 4.05 -6.41
H -2.83 2.58 -5.84
H -4.61 1.28 -6.75
H -5.13 2.54 -7.86
H -6.62 0.82 -5.30
H -6.95 1.32 -6.92
H -8.57 2.15 -4.49
H -9.11 2.12 -6.16
H -7.98 4.36 -4.55
H -8.49 4.57 -6.19
H -5.88 4.89 -5.93
H -6.58 4.07 -7.29
H -6.05 2.87 -3.75
H -4.64 3.75 -4.39
H -4.59 2.01 -4.27
C -6.53 -9.44 -0.52
C -6.25 -8.12 -1.23
C -4.81 -7.93 -1.54
C -4.52 -6.48 -1.86
N -3.11 -6.27 -2.45
C -2.96 -4.84 -2.82
C -1.65 -4.74 -3.67
C -1.74 -6.17 -4.46
C -2.87 -7.00 -3.77
C -2.07 -6.73 -1.45
H -6.28 -10.32 -1.10
H -7.62 -9.59 -0.29
H -5.96 -9.51 0.38
H -6.72 -7.38 -0.59
H -6.74 -8.11 -2.24
H -4.53 -8.61 -2.38
H -4.31 -8.20 -0.63
H -4.69 -5.83 -1.03
H -5.17 -6.27 -2.68
H -2.89 -4.23 -1.90
H -3.88 -4.54 -3.33
H -0.75 -4.73 -3.05
H -1.65 -3.92 -4.35
H -0.82 -6.68 -4.22
H -1.84 -6.08 -5.53
H -2.60 -8.02 -3.48
H -3.74 -6.81 -4.40
H -1.13 -6.19 -1.61
H -1.85 -7.80 -1.46
H -2.48 -6.45 -0.45
C 2.42 4.44 1.47
C 2.58 4.53 -0.05
C 3.10 5.77 -0.77
C 2.67 5.67 -2.22
N 2.66 6.93 -3.03
C 3.52 8.10 -2.48
C 3.07 9.31 -3.24
C 1.58 9.00 -3.63
C 1.30 7.60 -3.04
C 3.03 6.61 -4.47
H 3.32 4.77 2.01
H 2.22 3.42 1.74
H 1.73 5.21 1.82
H 1.54 4.34 -0.35
H 3.05 3.58 -0.43
H 4.15 5.93 -0.70
H 2.63 6.68 -0.37
H 1.68 5.22 -2.29
H 3.31 4.98 -2.78
H 4.57 7.80 -2.60
H 3.20 8.24 -1.45
H 3.72 9.47 -4.13
H 3.11 10.25 -2.68
H 1.49 9.10 -4.72
H 0.86 9.71 -3.19
H 0.55 7.07 -3.66
H 0.95 7.63 -2.00
H 2.32 5.86 -4.87
H 4.02 6.13 -4.56
H 3.02 7.56 -5.03
C -1.13 -2.39 5.90
C -2.59 -2.54 5.32
C -2.97 -1.61 4.19
C -4.17 -0.76 4.50
N -4.74 -0.03 3.29
C -3.71 0.94 2.71
C -3.84 2.27 3.44
C -5.26 2.23 3.96
C -5.89 0.88 3.69
C -5.08 -0.98 2.27
H -0.60 -1.59 5.34
H -0.51 -3.28 5.78
H -1.16 -2.03 6.94
H -3.20 -2.22 6.10
H -2.81 -3.53 5.00
H -3.17 -2.19 3.33
H -2.14 -0.95 3.88
H -3.85 0.02 5.21
H -4.96 -1.37 4.93
H -3.93 0.97 1.66
H -2.74 0.42 2.84
H -3.75 3.08 2.75
H -3.04 2.37 4.21
H -5.81 3.01 3.46
H -5.36 2.54 5.03
H -6.58 0.97 2.86
H -6.37 0.46 4.60
H -4.16 -1.34 1.84
H -5.57 -0.51 1.41
H -5.66 -1.77 2.63
C 4.40 -2.47 -2.19
C 4.79 -1.21 -2.96
C 3.82 -0.73 -4.06
C 2.43 -0.52 -3.59
N 1.59 0.30 -4.54
C 0.21 0.65 -3.98
C -0.50 1.10 -5.29
C 0.11 0.19 -6.41
C 1.38 -0.40 -5.86
C 2.27 1.63 -4.73
H 5.32 -3.05 -1.85
H 3.87 -3.23 -2.78
H 3.74 -2.32 -1.35
H 5.73 -1.35 -3.49
H 4.93 -0.40 -2.24
H 3.78 -1.45 -4.87
H 4.23 0.20 -4.42
H 2.33 -0.05 -2.57
H 1.87 -1.46 -3.53
H 0.37 1.42 -3.21
H -0.23 -0.30 -3.71
H -0.29 2.15 -5.57
H -1.56 0.86 -5.24
H 0.25 0.74 -7.33
H -0.49 -0.62 -6.75
H 2.24 -0.34 -6.53
H 1.16 -1.45 -5.63
H 3.32 1.55 -4.97
H 2.08 2.21 -3.82
H 1.71 2.15 -5.51
N 0.75 1.52 3.82
O -0.24 0.79 3.64
O 0.74 2.42 4.62
O 1.79 1.30 3.16
N 0.44 6.94 0.80
O 1.57 7.24 1.27
O 0.14 7.27 -0.38
O -0.38 6.32 1.55
N -5.32 2.39 -0.31
O -5.94 1.91 0.68
O -4.74 3.45 -0.23
O -5.28 1.74 -1.39
N 4.24 -1.86 4.94
O 3.08 -1.67 4.62
O 4.70 -3.04 5.06
O 4.99 -0.88 5.11
N -2.81 -0.88 -3.87
O -2.56 -1.36 -2.72
O -2.48 -1.47 -4.89
O -3.44 0.21 -3.96
N 2.80 -4.52 1.53
O 1.57 -4.41 1.59
O 3.40 -4.20 0.47
O 3.44 -4.94 2.52
N -3.90 -4.68 1.54
O -2.70 -4.95 1.60
O -4.29 -3.74 2.22
O -4.62 -5.33 0.78
N -0.35 3.91 -3.63
O -1.57 3.82 -3.62
O 0.27 4.29 -4.63
O 0.30 3.66 -2.56
*
```

Calculated values
HOMO: -11.9152 eV
lowest unoccupied orbital energy: -7.028 eV
frontier orbital gap: 4.887 eV
E: -163698.419 eV